# 1
{
  "formula": "C9H7NO4",
  "method": "the ωB97M-V functional and the def2-TZVPD basis",
  "symbols": ["C", "C", "C", "C", "C", "C", "C", "C", "C", "N", "O", "O", "O", "O", "H", "H", "H", "H", "H", "H", "H"],
  "xyz": [[-0.95, 1.26, 1.64], [-1.02, 1.70, 0.34], [-0.51, -0.10, 1.84], [-0.65, 0.83, -0.73], [0.01, -0.89, 0.75], [-0.11, -0.47, -0.53], [-0.07, -0.84, -3.07], [0.32, -1.37, -1.63], [1.77, -1.08, -2.20], [2.56, -2.30, -2.58], [3.74, -2.31, -2.27], [-1.10, -0.68, -3.62], [1.94, -3.10, -3.21], [1.20, -0.49, -3.41], [-1.39, 1.86, 2.48], [-1.24, 2.70, 0.10], [-0.71, -0.48, 2.78], [-1.06, 1.21, -1.68], [0.62, -1.78, 0.97], [-0.10, -2.38, -1.47], [2.37, -0.25, -1.69]],
  "mulliken_charge": [-0.438, -0.561, -0.618, -0.285, -0.284, 0.076, 0.295, 0.097, -0.053, 0.987, -0.575, -0.517, -0.553, -0.365, 0.325, 0.412, 0.437, 0.252, 0.380, 0.558, 0.430],
  "total_charge": 0,
  "lumo_ev": -0.36,
  "homo_energy_ev": -9.57,
  "de_lowest_kj_mol": 331.8,
  "homo_lumo_gap_ev": 9.2,
  "largest_force_ev_per_a": 3.9,
  "total_energy_ev": -19122.24079
}

# 2
{
  "formula": "C4H11NO",
  "method": "the ωB97M-V functional and the def2-TZVPD basis",
  "symbols": ["C", "C", "C", "C", "N", "H", "H", "H", "H", "H", "H", "H", "H", "H", "O", "H", "H"],
  "xyz": [[-1.54, -1.29, 0.43], [-0.73, -0.04, 0.46], [0.60, 0.07, 0.33], [1.50, -1.11, 0.09], [1.22, 1.31, 0.37], [-1.87, -1.50, -0.60], [-0.99, -2.15, 0.81], [-2.43, -1.17, 1.05], [-1.32, 0.87, 0.61], [0.97, -1.98, -0.32], [2.29, -0.86, -0.63], [1.99, -1.42, 1.02], [0.70, 2.01, 0.90], [2.19, 1.26, 0.68], [-0.93, 2.37, -1.88], [-1.53, 1.62, -1.85], [-0.12, 2.02, -1.47]],
  "mulliken_charge": [-1.237, -0.273, 0.666, -1.449, -0.590, 0.239, 0.335, 0.341, 0.454, 0.375, 0.389, 0.304, 0.246, 0.226, -0.680, 0.327, 0.324],
  "total_charge": 0,
  "lumo_ev": 0.90,
  "homo_energy_ev": -8.13,
  "de_lowest_kj_mol": 81.2,
  "homo_lumo_gap_ev": 9.0,
  "smiles": "C/C=C(\\C)N.O",
  "largest_force_ev_per_a": 1.6,
  "total_energy_ev": -7863.71205
}